{
  "formula": "C8H18OP",
  "method": "ωB97M-V/def2-TZVPD",
  "elements": ["C", "C", "C", "C", "C", "C", "C", "C", "O", "P", "H", "H", "H", "H", "H", "H", "H", "H", "H", "H", "H", "H", "H", "H", "H", "H", "H", "H"],
  "positions_angstrom": [[0.832, 2.126, 0.645], [2.174, 2.587, 1.227], [-0.143, -2.640, -1.523], [0.629, -2.154, 0.837], [-1.029, 0.625, -1.868], [-1.638, -0.098, 0.960], [-0.216, 2.935, 0.703], [0.508, -1.610, -0.550], [0.940, 0.953, -0.026], [-0.355, 0.037, -0.320], [2.105, 3.038, 2.217], [2.955, 1.720, 1.356], [2.579, 3.348, 0.613], [0.227, -3.767, -1.433], [0.200, -2.171, -2.541], [-1.302, -2.531, -1.500], [1.150, -1.506, 1.501], [1.187, -3.120, 0.798], [-0.395, -2.416, 1.139], [-0.673, -0.024, -2.729], [-0.735, 1.655, -1.811], [-2.108, 0.343, -1.961], [-1.454, 0.637, 1.824], [-1.719, -1.143, 1.348], [-2.508, 0.392, 0.509], [-1.019, 2.654, -0.064], [-0.226, 3.791, 1.404], [1.462, -1.371, -0.975]],
  "e_above_lowest_kcal_mol": 6.22,
  "e_lumo_ev": -2.65,
  "total_charge": 1,
  "homo_ha": -0.48785,
  "energy_ev": -19916.606
}


{
  "formula": "C8H18OS",
  "method": "ωB97M-V/def2-TZVPD",
  "elements": ["C", "C", "C", "C", "C", "C", "C", "C", "O", "S", "H", "H", "H", "H", "H", "H", "H", "H", "H", "H", "H", "H", "H", "H", "H", "H", "H", "H"],
  "positions_angstrom": [[0.436, -1.049, 2.516], [-2.117, 0.440, -1.088], [-0.678, 1.885, 0.317], [-0.006, 1.491, -1.976], [2.693, -0.810, -0.065], [0.373, -0.280, -0.311], [-0.354, -1.352, 1.259], [-0.642, 0.813, -0.725], [1.620, 0.134, 0.062], [-0.520, -3.100, 0.895], [1.125, -1.797, 2.648], [0.953, -0.061, 2.381], [-0.212, -1.058, 3.370], [-2.163, -0.570, -1.519], [-2.627, 1.134, -1.830], [-2.542, 0.479, -0.177], [-1.075, 2.728, -0.241], [-1.256, 1.791, 1.183], [0.306, 2.202, 0.601], [-0.780, 2.160, -2.308], [0.255, 0.909, -2.773], [0.884, 2.036, -1.714], [3.155, -0.863, 0.861], [3.325, -0.454, -0.918], [2.150, -1.711, -0.379], [0.502, -0.994, -1.204], [-1.345, -0.939, 1.231], [-1.459, -3.165, -0.096]],
  "e_above_lowest_kcal_mol": 31.60,
  "e_lumo_ev": 0.76,
  "total_charge": 0,
  "homo_ha": -0.28362,
  "energy_ev": -21467.676
}


{
  "formula": "C8H19BrOSi",
  "method": "ωB97M-V/def2-TZVPD",
  "elements": ["C", "C", "C", "C", "C", "C", "C", "C", "O", "Si", "Br", "H", "H", "H", "H", "H", "H", "H", "H", "H", "H", "H", "H", "H", "H", "H", "H", "H", "H", "H"],
  "positions_angstrom": [[-1.568, 3.228, -0.234], [-0.900, -1.462, 1.726], [1.092, -0.478, 2.950], [1.371, -1.640, -2.202], [0.233, 0.443, -2.599], [-1.116, 2.164, 0.780], [0.666, -1.130, 1.622], [0.443, -0.642, -1.557], [0.195, 2.047, 0.558], [1.048, -0.023, 0.134], [3.145, 0.608, 0.064], [-1.015, 4.133, 0.100], [-1.199, 2.843, -1.159], [-2.680, 3.555, -0.159], [-1.225, -1.581, 0.770], [-1.242, -2.360, 2.257], [-1.469, -0.406, 1.961], [1.426, -1.239, 3.642], [0.284, 0.094, 3.320], [1.956, 0.166, 2.858], [1.672, -2.389, -1.525], [0.783, -2.033, -2.935], [2.279, -1.125, -2.557], [-0.735, 0.338, -2.974], [0.914, 0.345, -3.470], [0.233, 1.451, -2.312], [-1.681, 1.207, 0.590], [-1.557, 2.427, 1.819], [1.358, -2.045, 1.464], [-0.634, -1.098, -1.443]],
  "e_above_lowest_kcal_mol": 8.15,
  "e_lumo_ev": 0.58,
  "total_charge": 0,
  "homo_ha": -0.32498,
  "energy_ev": -88570.670
}


{
  "formula": "C8H19N",
  "method": "ωB97M-V/def2-TZVPD",
  "elements": ["C", "C", "C", "C", "C", "C", "C", "C", "N", "H", "H", "H", "H", "H", "H", "H", "H", "H", "H", "H", "H", "H", "H", "H", "H", "H", "H", "H"],
  "positions_angstrom": [[-0.321, 0.366, -1.019], [-0.334, -1.266, 0.583], [0.279, -0.312, 1.426], [-0.010, -0.507, -2.220], [-1.786, 0.760, -1.014], [0.563, 1.599, -1.061], [-0.549, 0.761, 2.084], [1.767, -0.078, 1.378], [0.324, -2.359, 0.106], [-1.400, -1.412, 0.717], [0.084, -1.428, 2.479], [1.321, -2.334, -0.029], [-0.212, -3.107, -0.296], [-2.442, -0.114, -1.004], [0.348, 2.309, -0.261], [1.038, -0.821, -2.238], [-0.629, -1.405, -2.251], [-0.183, 0.040, -3.161], [-2.047, 1.334, -1.917], [-2.044, 1.394, -0.165], [0.392, 2.164, -1.992], [1.625, 1.349, -1.061], [-0.199, 0.910, 3.106], [-0.450, 1.705, 1.550], [-1.600, 0.482, 2.130], [2.225, -0.477, 2.286], [1.992, 0.985, 1.331], [2.248, -0.536, 0.514]],
  "e_above_lowest_kcal_mol": 103.00,
  "e_lumo_ev": 0.78,
  "total_charge": 0,
  "homo_ha": -0.23101,
  "energy_ev": -10090.204
}


{
  "formula": "C8H19N",
  "method": "ωB97M-V/def2-TZVPD",
  "elements": ["C", "C", "C", "C", "C", "H", "H", "H", "H", "H", "H", "H", "H", "H", "H", "H", "H", "C", "C", "C", "N", "H", "H", "H", "H", "H", "H", "H"],
  "positions_angstrom": [[1.403, 0.304, 0.364], [-0.532, -0.708, -1.092], [1.341, 1.778, 0.014], [2.310, -0.485, -0.556], [-0.635, 0.257, -2.255], [1.771, 0.194, 1.387], [0.133, -1.544, -1.297], [-1.527, -1.104, -0.872], [0.904, 1.957, -0.961], [0.792, 2.354, 0.753], [2.360, 2.173, 0.007], [2.081, -0.313, -1.606], [2.249, -1.556, -0.356], [3.346, -0.184, -0.371], [-1.125, -0.224, -3.110], [-1.224, 1.139, -1.995], [0.343, 0.578, -2.615], [-1.099, 0.504, 1.216], [-2.472, -0.105, 1.475], [0.012, -1.625, 1.409], [-0.090, -0.427, 0.684], [-1.188, 1.344, 0.526], [-0.693, 0.871, 2.165], [-0.890, -2.246, 1.313], [0.905, -2.202, 1.130], [-2.922, -0.521, 0.572], [-2.417, -0.886, 2.228], [-3.134, 0.677, 1.845]],
  "e_above_lowest_kcal_mol": 104.95,
  "e_lumo_ev": 0.87,
  "total_charge": 0,
  "homo_ha": -0.22581,
  "energy_ev": -10090.119
}


{
  "formula": "C8H19N",
  "method": "ωB97M-V/def2-TZVPD",
  "elements": ["C", "C", "N", "C", "C", "C", "H", "H", "H", "H", "H", "H", "H", "H", "H", "H", "H", "C", "C", "C", "H", "H", "H", "H", "H", "H", "H", "H"],
  "positions_angstrom": [[-3.074, -1.606, 0.320], [-1.778, -0.775, 0.166], [-0.720, -1.336, -0.640], [-2.132, 0.585, -0.386], [-2.333, 1.717, 0.557], [-1.144, 1.721, -0.333], [-3.435, -2.026, -0.631], [-3.875, -0.954, 0.695], [-2.932, -2.430, 1.034], [-1.372, -0.633, 1.171], [-0.849, -2.316, -0.870], [-0.531, -0.793, -1.494], [-2.822, 0.542, -1.221], [-2.217, 1.467, 1.641], [-3.173, 2.401, 0.370], [-1.138, 2.442, -1.153], [-0.152, 1.534, 0.130], [3.306, 1.249, -0.181], [3.011, -0.096, 0.459], [4.046, -1.142, 0.105], [3.294, 1.185, -1.276], [2.582, 2.012, 0.115], [4.301, 1.642, 0.089], [2.956, 0.034, 1.547], [2.010, -0.426, 0.134], [3.779, -2.168, 0.395], [5.019, -0.894, 0.551], [4.181, -1.187, -0.979]],
  "e_above_lowest_kcal_mol": 30.29,
  "e_lumo_ev": 1.14,
  "total_charge": 0,
  "homo_ha": -0.33028,
  "smiles": "C[C@@H](N)C1CC1.CCC",
  "energy_ev": -10093.357
}


{
  "formula": "C8H19N3O9SZn",
  "method": "ωB97M-V/def2-TZVPD",
  "elements": ["Zn", "S", "O", "O", "O", "O", "O", "C", "C", "O", "H", "H", "H", "H", "O", "C", "N", "C", "H", "H", "H", "H", "H", "O", "C", "N", "C", "H", "H", "H", "H", "H", "O", "C", "N", "C", "H", "H", "H", "H", "H"],
  "positions_angstrom": [[-0.760, -0.359, -0.643], [-0.301, 2.324, -0.381], [-1.337, 3.218, 0.162], [-0.078, 1.149, 0.523], [-0.713, 1.597, -1.601], [0.888, 3.127, -0.683], [-0.654, -2.011, 0.607], [-1.002, -3.087, -0.218], [-1.755, -2.778, -1.538], [-1.415, -1.606, -2.193], [-1.656, -3.773, 0.361], [-0.123, -3.741, -0.392], [-2.826, -2.683, -1.259], [-1.643, -3.687, -2.162], [1.391, -0.657, -1.301], [2.490, -0.279, -1.698], [2.849, 0.979, -1.930], [3.586, -1.327, -1.894], [2.235, 1.787, -1.733], [3.828, 1.199, -1.979], [3.416, -1.899, -2.803], [3.566, -1.986, -1.026], [4.583, -0.878, -1.890], [3.279, 0.287, 3.665], [2.744, 0.619, 2.596], [2.172, -0.277, 1.787], [2.778, 2.042, 2.088], [2.229, -1.260, 1.980], [1.436, -0.001, 1.141], [1.813, 2.539, 2.129], [3.160, 2.008, 1.066], [3.527, 2.617, 2.634], [-2.785, 0.027, -0.039], [-3.701, 0.645, 0.468], [-3.601, 1.956, 0.727], [-4.964, -0.085, 0.881], [-2.712, 2.411, 0.453], [-4.259, 2.475, 1.271], [-4.614, -1.100, 1.040], [-5.656, 0.050, 0.046], [-5.415, 0.416, 1.738]],
  "e_above_lowest_kcal_mol": 14.31,
  "e_lumo_ev": 4.95,
  "total_charge": -2,
  "homo_ha": -0.02155,
  "energy_ev": -90759.058
}


{
  "formula": "C8H19N6O",
  "method": "ωB97M-V/def2-TZVPD",
  "elements": ["C", "C", "C", "C", "C", "C", "C", "C", "N", "N", "N", "N", "N", "N", "O", "H", "H", "H", "H", "H", "H", "H", "H", "H", "H", "H", "H", "H", "H", "H", "H", "H", "H", "H"],
  "positions_angstrom": [[3.129, -1.292, -0.794], [-0.704, 1.433, 0.392], [0.559, 2.311, 0.319], [1.964, 0.781, -0.678], [0.596, 0.228, -1.251], [-2.615, -2.174, -2.125], [0.516, -0.013, 3.401], [-1.845, -1.460, -1.004], [3.285, -2.220, -1.416], [-0.557, 0.477, -0.649], [0.680, -0.405, -2.487], [2.832, -0.202, -0.095], [-1.612, -0.066, -1.342], [-0.566, 0.995, 3.313], [1.666, 1.485, 0.450], [-0.733, 0.941, 1.370], [-1.608, 1.937, 0.200], [0.591, 2.813, -0.588], [0.655, 3.092, 1.057], [2.310, 1.301, -1.512], [-2.119, -1.963, -3.107], [-2.564, -3.210, -1.836], [-3.598, -1.917, -2.348], [0.146, -1.009, 3.607], [1.008, 0.141, 2.367], [1.173, 0.121, 4.337], [-2.331, -1.575, -0.005], [-0.856, -1.952, -1.038], [1.489, -0.844, -2.746], [-0.180, -0.901, -2.713], [3.082, -0.116, 0.862], [-2.431, 0.465, -1.272], [-0.170, 1.876, 3.167], [-1.189, 0.924, 4.165]],
  "e_above_lowest_kcal_mol": 0.00,
  "e_lumo_ev": -3.34,
  "total_charge": 1,
  "homo_ha": -0.45883,
  "energy_ev": -19582.697
}


{
  "formula": "C8H19NO",
  "method": "ωB97M-V/def2-TZVPD",
  "elements": ["C", "N", "C", "C", "O", "H", "H", "H", "H", "H", "H", "H", "C", "C", "C", "C", "C", "H", "H", "H", "H", "H", "H", "H", "H", "H", "H", "H", "H"],
  "positions_angstrom": [[-3.136, 0.719, 0.419], [-2.483, -0.413, -0.384], [-1.555, -1.231, 0.277], [-0.984, -2.203, -0.695], [-1.308, -1.114, 1.501], [-2.828, 0.759, 1.390], [-2.845, 1.588, -0.152], [-4.229, 0.827, 0.492], [-2.522, -0.629, -1.427], [-1.201, -1.941, -1.709], [-1.876, -2.989, -0.774], [0.037, -2.804, -0.444], [2.922, -1.457, -0.011], [2.147, -0.351, 0.689], [1.664, 0.714, -0.188], [0.672, 1.610, 0.560], [0.122, 2.528, -0.446], [2.279, -1.644, -0.969], [4.058, -1.228, -0.283], [2.902, -2.411, 0.795], [2.887, 0.028, 1.458], [1.324, -0.782, 1.347], [2.495, 1.001, -0.789], [1.118, 0.182, -0.895], [0.972, 2.087, 1.521], [-0.182, 1.072, 0.994], [-0.507, 2.003, -1.267], [-0.886, 2.997, -0.088], [0.942, 3.081, -0.922]],
  "e_above_lowest_kcal_mol": 87.53,
  "e_lumo_ev": 0.71,
  "total_charge": 0,
  "homo_ha": -0.35498,
  "smiles": "CNC(C)=O.CCCCC",
  "energy_ev": -12138.815
}


{
  "formula": "C8H19NO2P",
  "method": "ωB97M-V/def2-TZVPD",
  "elements": ["C", "C", "C", "C", "C", "C", "C", "C", "N", "O", "O", "P", "H", "H", "H", "H", "H", "H", "H", "H", "H", "H", "H", "H", "H", "H", "H", "H", "H", "H", "H"],
  "positions_angstrom": [[-0.186, 2.653, -1.233], [-1.495, -1.469, -2.373], [-0.478, 0.911, 2.486], [0.517, -1.290, 3.264], [1.476, -0.062, 1.350], [-0.631, 1.302, -1.879], [-0.003, -1.001, -2.444], [0.196, -0.360, 2.115], [0.285, 0.146, -1.568], [-2.257, -1.084, 1.025], [-0.341, -2.723, 0.703], [-0.801, -1.323, 0.891], [-0.510, 2.742, -0.125], [0.819, 2.914, -1.337], [-0.809, 3.429, -1.735], [-2.189, -0.628, -2.563], [-1.517, -2.372, -2.940], [-1.650, -1.727, -1.345], [-1.461, 0.751, 2.899], [-0.007, 1.459, 3.247], [-0.698, 1.553, 1.506], [1.482, -0.959, 3.622], [0.412, -2.328, 2.967], [-0.077, -1.275, 4.219], [2.244, -0.770, 1.513], [1.298, 0.106, 0.274], [1.804, 0.858, 1.858], [-1.566, 1.163, -1.510], [-0.528, 1.501, -3.000], [0.613, -1.775, -2.136], [0.178, -0.791, -3.581]],
  "e_above_lowest_kcal_mol": 61.15,
  "e_lumo_ev": [3.50, 3.50],
  "total_charge": -1,
  "homo_ha": [-0.11009, -0.11002],
  "energy_ev": -23477.584
}


{
  "formula": "C8H19OS",
  "method": "ωB97M-V/def2-TZVPD",
  "elements": ["C", "C", "C", "C", "C", "C", "C", "C", "O", "S", "H", "H", "H", "H", "H", "H", "H", "H", "H", "H", "H", "H", "H", "H", "H", "H", "H", "H", "H"],
  "positions_angstrom": [[-2.646, -1.703, 0.546], [1.949, -0.400, -2.207], [1.546, 1.993, -1.983], [-1.975, 0.696, 1.639], [-1.145, -1.652, 2.813], [0.646, -0.596, 0.591], [1.768, 0.688, -1.185], [0.528, 0.648, -0.286], [-0.702, 0.500, -0.982], [-1.367, -0.852, 1.151], [-2.529, -2.756, 0.433], [-3.212, -1.179, -0.231], [0.955, -0.544, -2.627], [2.590, -0.058, -3.180], [2.333, -1.288, -1.690], [0.547, 2.033, -2.239], [1.665, 3.015, -1.537], [2.216, 1.936, -2.839], [-1.388, 1.179, 2.324], [-2.938, 0.440, 1.996], [-2.063, 1.312, 0.769], [-0.384, -1.152, 3.221], [-1.004, -2.781, 2.902], [-2.034, -1.373, 3.298], [1.430, -0.339, 1.400], [0.728, -1.478, -0.059], [2.714, 0.562, -0.536], [0.637, 1.624, 0.376], [-0.550, 0.004, -1.864]],
  "e_above_lowest_kcal_mol": 64.12,
  "e_lumo_ev": -3.59,
  "total_charge": 1,
  "homo_ha": -0.45100,
  "energy_ev": -21474.937
}


{
  "formula": "C8H2",
  "method": "ωB97M-V/def2-TZVPD",
  "elements": ["C", "C", "C", "C", "C", "C", "C", "C", "H", "H"],
  "positions_angstrom": [[0.602, 3.029, -0.655], [0.293, 1.804, -0.349], [-0.594, -2.786, 0.555], [-0.252, -1.702, 0.197], [2.000, 1.332, -0.585], [1.206, 0.381, -0.270], [-0.710, 0.817, 0.081], [0.048, -0.317, 0.069], [-0.841, -3.735, 0.868], [-1.752, 1.176, 0.090]],
  "e_above_lowest_kcal_mol": 95.67,
  "e_lumo_ev": -0.95,
  "total_charge": 0,
  "homo_ha": -0.36233,
  "energy_ev": -8316.877
}